This record from OMol25 describes a 9-piece molecular cluster, C35H90O23P4S4 overall at a distorted geometry. The level of theory is ωB97M-V with the def2-TZVPD basis set.

Each line ends with the Mulliken charge.
Positions of all 156 atoms, in Å:
C (-2.0370, -1.4547, -4.3770)  -1.42
C (-2.8548, -1.2107, -3.1316)  0.66
O (-3.8719, -2.2212, -3.0017)  -0.39
P (-5.4392, -1.7720, -3.1380)  0.85
O (-6.3691, -2.9181, -3.2898)  -0.79
O (-5.6356, -1.1148, -1.6939)  -0.20
C (-5.7422, -1.9398, -0.5447)  -1.11
C (-4.3646, -2.5117, -0.1916)  -0.09
O (-5.5317, -0.5865, -4.2136)  -0.11
C (-5.5937, -0.8322, -5.5633)  -0.18
C (-5.1830, 0.3890, -6.3177)  -1.35
H (-2.5272, -1.1921, -5.3144)  0.27
H (-1.1201, -0.8722, -4.2868)  0.34
H (-1.6824, -2.4852, -4.3596)  0.37
H (-2.1947, -1.3319, -2.2727)  0.06
H (-3.2070, -0.1837, -3.0345)  0.05
H (-6.1242, -1.3901, 0.3156)  0.31
H (-6.4511, -2.7629, -0.6340)  0.33
H (-4.3636, -3.1878, 0.6634)  0.12
H (-4.0809, -3.1740, -1.0095)  0.69
H (-3.5916, -1.7540, -0.0631)  -0.14
H (-4.9551, -1.6730, -5.8339)  0.34
H (-6.5670, -1.1859, -5.9036)  0.34
H (-5.1025, 0.2267, -7.3926)  0.38
H (-5.9183, 1.1189, -5.9791)  0.36
H (-4.2708, 0.9142, -6.0344)  0.30
C (3.1138, 3.5267, -2.2743)  -0.69
C (3.2782, 4.2328, -3.5896)  -0.28
O (3.3390, 5.6647, -3.3641)  -0.18
P (3.4075, 6.6859, -4.5897)  0.85
O (4.4673, 6.4805, -5.5828)  -0.74
O (1.9319, 6.4541, -5.2338)  -0.28
C (1.7660, 6.6715, -6.5947)  -0.32
C (0.6392, 7.7516, -6.9260)  -1.08
O (3.3583, 8.1383, -3.8213)  -0.31
C (4.5516, 8.5794, -3.2010)  -0.18
C (4.9070, 9.8565, -3.8753)  -1.24
H (3.9479, 3.6186, -1.5786)  0.21
H (2.2428, 3.8873, -1.7271)  0.38
H (2.9021, 2.4670, -2.4164)  0.07
H (4.1789, 3.8784, -4.0909)  0.28
H (2.4542, 3.9657, -4.2513)  0.26
H (2.7009, 6.9913, -7.0548)  0.37
H (1.4696, 5.7295, -7.0560)  0.28
H (-0.3888, 7.3994, -6.8406)  0.29
H (0.7658, 8.6505, -6.3225)  0.30
H (0.7623, 7.9803, -7.9846)  0.36
H (4.4301, 8.8270, -2.1465)  0.33
H (5.3804, 7.8765, -3.2864)  0.34
H (4.1216, 10.5954, -3.7160)  0.30
H (5.7588, 10.3317, -3.3887)  0.38
H (4.9761, 9.7895, -4.9611)  0.30
C (0.2255, -4.2041, 0.2394)  -1.11
C (-1.1551, -3.6453, 0.7244)  0.07
O (-1.1698, -3.6601, 2.1609)  1.05
P (-2.4168, -3.2616, 3.0814)  0.00
O (-2.1223, -3.5028, 4.5150)  -0.85
O (-2.9002, -1.7915, 2.5987)  0.51
C (-4.0862, -1.1905, 3.0425)  -0.11
C (-3.7670, -0.4497, 4.2949)  -1.20
O (-3.6068, -4.1968, 2.5619)  -0.24
C (-3.5668, -5.6199, 2.4028)  -0.09
C (-4.9084, -6.2903, 2.5735)  -1.40
H (1.0195, -3.4940, 0.4704)  0.15
H (0.2203, -5.1687, 0.7470)  0.25
H (0.2426, -4.3749, -0.8370)  0.42
H (-1.2738, -2.5930, 0.4663)  -0.42
H (-1.9948, -4.2757, 0.4317)  0.38
H (-4.4069, -0.5135, 2.2507)  0.06
H (-4.9399, -1.8496, 3.2002)  0.36
H (-4.6480, 0.0013, 4.7515)  0.42
H (-3.2112, -1.0448, 5.0195)  0.36
H (-3.1441, 0.4240, 4.1032)  0.04
H (-2.8295, -5.9102, 1.6543)  0.33
H (-3.0628, -6.0036, 3.2899)  0.25
H (-4.7419, -7.2969, 2.9571)  0.39
H (-5.4379, -5.7637, 3.3674)  0.29
H (-5.4902, -6.2322, 1.6536)  0.34
C (4.0257, -4.5452, -1.4011)  -0.85
C (3.3921, -5.5284, -0.4197)  -0.45
O (3.0919, -4.7543, 0.7783)  0.24
P (3.1994, -5.4020, 2.2701)  0.52
O (4.2674, -6.4188, 2.5689)  -0.83
O (3.1570, -4.1669, 3.2607)  0.03
C (4.2638, -3.4142, 3.5346)  -0.80
C (4.6830, -2.3184, 2.5637)  -0.54
O (1.7127, -6.0129, 2.4553)  -0.26
C (1.4667, -6.6586, 3.7064)  -0.49
C (0.7595, -5.6906, 4.5939)  -0.39
H (3.9412, -4.8809, -2.4346)  0.39
H (3.4850, -3.6023, -1.3192)  -0.11
H (5.0184, -4.3000, -1.0235)  0.33
H (2.5828, -6.1085, -0.8632)  0.35
H (4.1601, -6.2739, -0.2138)  0.43
H (4.0669, -2.8663, 4.4561)  0.36
H (5.1847, -3.9227, 3.8200)  0.32
H (5.6273, -1.8500, 2.8412)  0.44
H (4.9349, -2.6517, 1.5570)  0.24
H (3.9385, -1.5226, 2.5881)  0.03
H (0.7687, -7.4801, 3.5453)  0.35
H (2.3624, -6.9987, 4.2262)  0.39
H (1.3331, -4.7855, 4.7934)  -0.05
H (-0.1607, -5.2891, 4.1694)  -0.10
H (0.4132, -5.9591, 5.5920)  0.48
C (-0.4664, -0.1595, 2.0151)  0.67
O (0.5386, -0.6509, 1.1521)  0.02
C (0.7223, -0.1021, -0.0843)  0.00
O (0.2769, 0.9757, -0.4147)  -0.55
O (1.5582, -0.9260, -0.8720)  0.39
C (2.0747, -0.4246, -2.0430)  -0.08
H (-0.2364, 0.8541, 2.3435)  0.81
H (-0.6727, -0.7003, 2.9387)  -0.90
H (-1.4171, 0.0394, 1.5205)  -0.65
H (2.6822, 0.4520, -1.8178)  -0.29
H (1.2270, -0.2355, -2.7016)  0.10
H (2.7232, -1.2296, -2.3888)  0.14
C (-3.6997, 2.7945, -2.1892)  -0.69
S (-3.1423, 3.2833, -0.4983)  0.64
O (-3.9079, 4.5557, -0.1599)  -0.72
C (-3.8940, 1.9042, 0.5519)  -0.39
H (-3.2299, 1.8788, -2.5484)  -0.01
H (-3.2708, 3.5851, -2.8049)  0.45
H (-4.7782, 2.7903, -2.3477)  0.32
H (-4.0212, 2.2300, 1.5842)  0.16
H (-3.1064, 1.1603, 0.6723)  -0.32
H (-4.7998, 1.4983, 0.1016)  0.51
C (1.9417, 0.8451, 4.4734)  -0.32
S (2.3599, -0.8215, 5.2344)  0.49
O (2.2559, -0.7177, 6.7587)  -0.73
C (0.7599, -1.6954, 4.6930)  -0.70
H (1.7375, 0.6894, 3.4141)  -0.06
H (2.7750, 1.5436, 4.5490)  0.55
H (1.0674, 1.3623, 4.8688)  -0.16
H (0.5355, -2.5951, 5.2660)  0.46
H (0.9869, -2.0303, 3.6808)  0.03
H (-0.1218, -1.0597, 4.7738)  0.43
C (-3.0056, 4.6825, 3.5284)  -1.05
S (-2.3759, 3.0756, 4.1366)  0.39
O (-1.6888, 2.3291, 2.9761)  -0.47
C (-0.9661, 3.7317, 5.1362)  -0.68
H (-3.5165, 5.1218, 4.3851)  0.45
H (-3.8414, 4.5160, 2.8488)  0.31
H (-2.2864, 5.4116, 3.1552)  0.32
H (-0.4596, 4.6331, 4.7911)  0.33
H (-0.1748, 2.9884, 5.2336)  0.06
H (-1.2976, 3.8199, 6.1708)  0.42
C (6.3600, 1.3937, 1.6740)  -0.98
S (5.2003, 0.8703, 0.3864)  0.81
O (3.9441, 1.6731, 0.5429)  -0.62
C (6.0327, 1.5774, -1.0912)  -1.23
H (7.3577, 1.4913, 1.2462)  0.38
H (6.3794, 0.5891, 2.4091)  0.24
H (6.0763, 2.3177, 2.1778)  0.31
H (7.0723, 1.2800, -1.2285)  0.49
H (5.9333, 2.6628, -1.1001)  0.32
H (5.6126, 1.1258, -1.9899)  0.32

Forces on atoms 1 to 3 (eV/Å):
0.5 0.2 0.3
0.6 -0.3 0.3
-1.3 0.9 -1.4

HOMO   -8.74 eV
LUMO   0.184 eV
HOMO-LUMO gap   8.93 eV
Molecular weight   1131.246 g/mol



This record from OMol25 describes a 10-piece molecular cluster, C35H93O29P5 overall at a distorted geometry. The level of theory is ωB97M-V with the def2-TZVPD basis set.

Each line ends with the Mulliken charge.
Positions of all 162 atoms, in Å:
C (3.4517, -1.7765, 2.8149)  -0.86
O (4.7012, -2.4614, 2.7743)  0.05
P (5.4744, -2.8717, 4.1241)  0.61
O (6.1003, -1.7727, 4.8425)  -0.70
O (4.3235, -3.6412, 4.9163)  -0.30
C (4.6062, -4.4625, 6.0521)  -0.71
O (6.4398, -4.0428, 3.6589)  -0.31
C (7.2563, -3.8152, 2.5021)  -0.63
H (2.6437, -2.3980, 2.4363)  0.18
H (3.5390, -0.9095, 2.1577)  0.30
H (3.2245, -1.3518, 3.7925)  0.64
H (4.0935, -4.0380, 6.9152)  0.27
H (5.6735, -4.4871, 6.2653)  0.33
H (4.2019, -5.4571, 5.8789)  0.25
H (8.3072, -3.9508, 2.7471)  0.28
H (7.1551, -2.8002, 2.1165)  0.30
H (6.9648, -4.5028, 1.7115)  0.25
C (-2.3134, -5.2616, 3.7072)  -0.90
O (-2.6707, -3.9536, 3.2697)  0.02
P (-3.8805, -3.1302, 3.9388)  0.49
O (-3.9112, -3.1630, 5.4024)  -0.73
O (-5.2113, -3.6766, 3.2121)  -0.25
C (-5.7792, -4.8754, 3.7352)  -0.67
O (-3.6718, -1.6948, 3.3083)  -0.07
C (-3.3227, -1.5356, 1.9352)  -0.58
H (-2.6193, -5.9608, 2.9282)  0.34
H (-2.7733, -5.5058, 4.6651)  0.38
H (-1.2350, -5.3398, 3.8377)  0.21
H (-6.4301, -5.2709, 2.9545)  0.26
H (-6.4060, -4.7213, 4.6121)  0.26
H (-5.0255, -5.6356, 3.9378)  0.28
H (-3.7952, -2.2530, 1.2639)  0.46
H (-2.2447, -1.6980, 1.8677)  0.22
H (-3.4930, -0.5367, 1.5394)  0.29
C (3.8761, -3.3245, -5.4577)  -0.76
O (3.9241, -3.5934, -4.0512)  -0.14
P (5.0494, -3.0000, -3.0942)  0.93
O (5.3879, -1.5913, -3.3139)  -0.59
O (6.2277, -4.0557, -3.2749)  -0.39
C (7.0930, -4.0200, -4.4117)  -0.63
O (4.5534, -3.3553, -1.6348)  -0.38
C (4.2377, -2.3296, -0.6975)  -0.29
H (4.4798, -2.4664, -5.7477)  0.40
H (2.8284, -3.1180, -5.6735)  0.21
H (4.1632, -4.2295, -5.9918)  0.27
H (6.5948, -3.6063, -5.2812)  0.29
H (7.4029, -5.0545, -4.5844)  0.26
H (8.0497, -3.5727, -4.1382)  0.27
H (3.2617, -1.8810, -0.8942)  0.12
H (4.9888, -1.5387, -0.7455)  0.34
H (4.2431, -2.7203, 0.3182)  0.10
C (2.5976, 5.3353, -2.0237)  -0.81
O (2.5896, 3.9284, -2.3343)  0.29
P (3.6094, 3.4633, -3.4918)  0.47
O (3.3637, 4.0504, -4.8162)  -0.80
O (5.0390, 3.7617, -2.8203)  -0.23
C (6.2361, 3.5194, -3.5237)  -0.79
O (3.4781, 1.8742, -3.4335)  -0.22
C (3.7138, 1.1476, -2.2315)  -0.11
H (2.9846, 5.4644, -1.0145)  0.21
H (1.5523, 5.6499, -2.0324)  0.26
H (3.1150, 5.9424, -2.7643)  0.41
H (6.1323, 2.7801, -4.3262)  0.33
H (7.0072, 3.1306, -2.8586)  0.26
H (6.5733, 4.4428, -4.0026)  0.28
H (4.0325, 1.7653, -1.3886)  0.37
H (4.5177, 0.4416, -2.4465)  0.22
H (2.7950, 0.6469, -1.9312)  -0.16
C (-1.1121, 1.4347, 2.5351)  -0.55
O (0.2318, 1.3291, 2.0556)  -0.38
P (0.6116, 0.3619, 0.8233)  1.15
O (2.0334, 0.4221, 0.5040)  -0.71
O (0.0679, -1.0592, 1.2666)  -0.24
C (0.3453, -2.2346, 0.5349)  -0.93
O (-0.4790, 0.7701, -0.2863)  0.15
C (-0.2143, 1.9268, -1.0711)  -0.64
H (-1.7972, 1.2362, 1.7069)  0.12
H (-1.2767, 2.4539, 2.8786)  0.27
H (-1.2588, 0.6973, 3.3226)  0.22
H (0.8973, -2.1123, -0.3962)  0.09
H (-0.5614, -2.7859, 0.2645)  0.27
H (0.8495, -2.9327, 1.2089)  0.52
H (-0.9096, 2.7521, -0.9028)  0.06
H (-0.2077, 1.7185, -2.1414)  0.32
H (0.7687, 2.3544, -0.8407)  0.20
C (-3.6986, 3.5989, 5.1227)  -0.41
C (-3.6208, 2.1436, 4.7343)  0.23
C (-4.6773, 1.4551, 5.6037)  -0.40
O (-5.6594, 2.4794, 5.8040)  -0.44
C (-4.9996, 3.7276, 5.9280)  -0.48
H (-3.6373, 4.2888, 4.2811)  0.24
H (-2.9000, 3.8888, 5.8125)  0.18
H (-2.6316, 1.7126, 4.8875)  0.15
H (-3.8654, 2.0269, 3.6758)  0.03
H (-4.2848, 1.1369, 6.5769)  0.29
H (-5.1930, 0.5907, 5.1919)  0.14
H (-4.8361, 4.0261, 6.9683)  0.25
H (-5.6506, 4.5144, 5.5395)  0.27
C (-0.3666, 5.8077, 3.3436)  -0.64
O (1.0055, 5.5347, 3.2054)  -0.41
C (1.2852, 4.2945, 2.6217)  0.19
C (2.8015, 4.1734, 2.4313)  -0.83
O (3.3092, 5.0989, 1.4802)  -0.18
C (3.7702, 6.3164, 2.0090)  -0.79
H (-0.8266, 5.8040, 2.3504)  0.27
H (-0.5044, 6.8187, 3.7195)  0.35
H (-0.9352, 5.1084, 3.9626)  0.18
H (0.8224, 4.1234, 1.6437)  0.25
H (1.0694, 3.4110, 3.2344)  0.10
H (3.0735, 3.1747, 2.0965)  0.32
H (3.2593, 4.3942, 3.4014)  0.39
H (4.5014, 6.1343, 2.8057)  0.33
H (3.0382, 7.0203, 2.4200)  0.26
H (4.2351, 6.8217, 1.1600)  0.25
C (-7.0146, 4.2189, -3.0990)  -0.53
O (-6.2760, 4.7725, -4.1759)  -0.36
C (-5.0937, 5.4143, -3.7486)  -0.62
C (-3.9275, 4.4553, -3.5672)  -0.70
O (-4.0062, 3.6322, -2.4104)  0.03
C (-3.6989, 4.3282, -1.2218)  -0.84
H (-7.2225, 4.9866, -2.3440)  0.32
H (-6.4915, 3.3947, -2.6114)  0.09
H (-7.9749, 3.8749, -3.4797)  0.28
H (-5.1983, 6.2145, -3.0121)  0.39
H (-4.8030, 5.9746, -4.6484)  0.36
H (-3.0196, 5.0765, -3.4929)  0.46
H (-3.7823, 3.7646, -4.3964)  0.34
H (-3.7677, 3.6608, -0.3654)  0.22
H (-4.3539, 5.1903, -1.0782)  0.27
H (-2.6558, 4.6599, -1.2878)  0.30
C (-1.4739, -6.1334, -2.5827)  -0.71
O (-0.8447, -5.6076, -1.4218)  -0.29
C (0.5170, -5.2822, -1.5972)  -0.29
C (0.8623, -4.3520, -2.7550)  -0.11
O (0.0925, -3.1634, -2.6000)  0.25
C (0.3551, -2.1916, -3.5885)  -0.49
H (-0.9357, -6.9307, -3.1006)  0.34
H (-1.6277, -5.3171, -3.2956)  0.17
H (-2.4630, -6.4834, -2.2948)  0.27
H (1.2218, -6.1187, -1.5469)  0.39
H (0.6722, -4.6579, -0.7079)  -0.20
H (0.5821, -4.7881, -3.7202)  0.52
H (1.9136, -4.0620, -2.7110)  -0.19
H (-0.4072, -1.4202, -3.4868)  -0.02
H (0.3439, -2.6238, -4.5938)  0.32
H (1.3268, -1.7118, -3.4133)  0.09
C (-3.6203, -3.3749, -2.3694)  -0.77
O (-4.3216, -2.1659, -2.3467)  -0.40
C (-3.5646, -1.1121, -2.8914)  -0.06
C (-4.4013, 0.1135, -3.0863)  -0.42
O (-5.4773, -0.1249, -3.9846)  -0.39
C (-6.2334, 1.0404, -4.1829)  -0.67
H (-3.2225, -3.6014, -3.3680)  0.43
H (-4.2942, -4.2082, -2.1679)  0.37
H (-2.7689, -3.4414, -1.6835)  0.18
H (-3.2568, -1.3775, -3.9151)  0.33
H (-2.6346, -0.8979, -2.3556)  0.05
H (-3.7443, 0.8688, -3.5439)  0.18
H (-4.7867, 0.5859, -2.1744)  0.38
H (-6.9858, 1.2289, -3.4052)  0.26
H (-6.8580, 0.8572, -5.0594)  0.34
H (-5.6233, 1.9406, -4.2918)  0.21

Forces on atoms 1 to 3 (eV/Å):
0.0 1.2 -0.3
0.5 -0.7 0.7
-1.2 -0.3 -0.3

HOMO   -9.52 eV
LUMO   0.310 eV
HOMO-LUMO gap   9.83 eV
SMILES   COP(=O)(OC)OC.COP(=O)(OC)OC.COP(=O)(OC)OC.COP(=O)(OC)OC.COP(=O)(OC)OC.C1CCOC1.COCCOC.COCCOC.COCCOC.COCCOC
Molecular weight   1132.970 g/mol